1.
Here is a molecular structure, C23H17Br2CoN5OS from OMol25. Energies are from ωB97M-V/def2-TZVPD.

Last column: Mulliken charge in e.
Cartesian coordinates (Å):
Co -0.97 -0.14 -0.99  -0.120
S -2.74 1.02 -0.39  -0.587
C -2.34 1.03 1.32  0.512
N -2.88 1.84 2.15  -0.685
N -2.45 1.85 3.44  -0.089
C -1.07 2.00 3.79  0.558
C -0.71 1.72 5.10  -0.392
C 0.61 1.87 5.50  -0.447
C 1.58 2.28 4.60  -0.623
C 1.21 2.56 3.29  -0.553
C -0.10 2.43 2.88  -0.293
N -1.42 0.07 1.81  -0.282
N -0.81 -0.54 0.91  0.396
C 0.09 -1.55 1.41  0.741
C 0.81 -1.31 2.57  0.235
C 1.68 -2.29 3.03  -0.669
C 1.80 -3.49 2.35  -0.503
C 1.07 -3.71 1.19  -0.718
C 0.22 -2.73 0.71  -0.350
H -3.04 2.47 3.97  0.280
H -1.46 1.36 5.79  0.404
H 0.88 1.64 6.53  0.366
H 2.61 2.38 4.91  0.398
H 1.96 2.90 2.58  0.385
H -0.37 2.67 1.86  0.474
H 0.71 -0.36 3.09  0.088
H 2.26 -2.11 3.93  0.414
H 2.48 -4.25 2.71  0.395
H 1.17 -4.65 0.66  0.385
H -0.34 -2.88 -0.20  0.298
C -3.28 0.63 -3.42  -1.766
C -1.88 0.35 -3.86  1.322
C -1.58 0.41 -5.24  -0.772
C -0.32 0.18 -5.70  -0.831
C 0.70 -0.16 -4.79  1.258
C 2.04 -0.46 -5.12  -0.169
Br 2.61 -0.38 -6.92  -0.226
C 2.93 -0.82 -4.15  -0.375
C 2.54 -0.90 -2.81  -0.190
Br 3.78 -1.44 -1.50  -0.155
C 1.25 -0.61 -2.42  0.408
O 0.81 -0.68 -1.19  -0.325
C 0.33 -0.22 -3.43  -0.031
N -0.94 0.05 -2.98  -0.401
H -3.94 0.70 -4.27  0.401
H -3.32 1.58 -2.87  0.324
H -3.64 -0.15 -2.75  0.374
H -2.38 0.66 -5.93  0.364
H -0.09 0.24 -6.76  0.349
H 3.96 -1.06 -4.42  0.424

Calculated values
HOMO energy (alpha / beta) ... -0.281 / -0.288 hartree
2S+1 ... 2
Strongest force on any atom ... 0.21 eV/Å
E_tot ... -222172.0212 eV

=====

2.
Here is a molecular structure, C7H22AsN5O2 at a distorted geometry from OMol25. Energies are from ωB97M-V/def2-TZVPD.

Last column: Mulliken charge in e.
Cartesian coordinates (Å):
C -3.93 1.73 0.02  -0.990
C -2.56 0.92 0.54  -0.264
N -1.52 1.15 -0.53  -0.374
As 0.25 0.71 0.12  -0.201
C 2.12 0.42 0.95  -0.851
C 2.05 1.14 2.46  -0.157
N 2.16 0.15 3.60  -0.751
C -0.06 -1.24 -0.17  -1.051
C 0.41 -1.94 -1.55  0.674
N 1.91 -1.98 -1.82  -0.801
N -0.42 -1.57 -2.79  -0.771
N 0.05 -3.44 -1.37  -0.759
C 0.99 1.09 -1.71  0.100
O 2.26 1.05 -2.12  -0.691
O -0.01 1.47 -2.76  -0.746
H -4.11 1.57 -1.14  0.258
H -4.89 1.38 0.58  0.320
H -3.75 2.89 0.17  0.235
H -2.91 -0.22 0.60  0.086
H -2.31 1.37 1.58  0.215
H -1.50 2.20 -0.67  0.306
H 0.42 2.21 0.44  0.268
H -0.30 0.52 1.59  0.198
H 2.96 1.00 0.38  0.133
H 2.33 -0.71 1.15  0.357
H 3.00 1.85 2.55  0.295
H 1.11 1.87 2.55  0.274
H 2.06 0.74 4.48  0.225
H 1.39 -0.55 3.61  0.266
H 0.47 -1.83 0.73  0.166
H -1.22 -1.46 -0.03  0.007
H 2.16 -1.50 -2.71  0.359
H 2.42 -1.51 -1.04  0.342
H -1.27 -1.03 -2.52  0.331
H 0.18 -1.03 -3.47  0.355
H 0.89 -3.85 -0.91  0.315
H -0.82 -3.53 -0.79  0.324

Calculated values
HOMO energy ... 0.004 hartree
Strongest force on any atom ... 8.26 eV/Å
Total charge ... -2
E_tot ... -79991.4832 eV